No. 1
Here is the ion C4H11N2O with charge +1 from the OMol25 dataset. Energies are from ωB97M-V/def2-TZVPD.

The value obtained for the total energy is -9346.750 eV. The LUMO energy comes out at -3.443 eV. As for the charge: +1. Its HOMO energy is -14.40 eV. For the HOMO-LUMO gap, the calculation gives 10.96 eV. Its SMILES is CO[C@H](C)C(N)=[NH2+]. The value obtained for the energy above the lowest of the compared OMol25 structures with the same formula, charge and spin is 2.106 eV. The maximum force comes out at 4.92 eV Å⁻¹.

Structure (XYZ):
```
18
C4H11N2O (ωB97M-V/def2-TZVPD)
O 1.17150 0.62770 0.33930
N -1.89509 -1.33371 0.32127
N -1.29006 0.80783 1.11114
C -0.02847 0.48965 -1.73432
C 2.40387 -0.00578 0.94857
C -1.06607 -0.26885 0.37330
C 0.30735 -0.15594 -0.38388
H 2.92868 0.89243 1.01816
H -1.80937 -1.97849 -0.42373
H -0.71796 1.66665 0.94631
H 0.58776 -1.16023 -0.36399
H -2.17794 0.76793 1.61146
H 2.76089 -0.52812 0.03473
H 2.10290 -0.71069 1.70673
H -0.83996 0.08212 -2.18346
H 0.74281 0.54697 -2.46934
H -2.82656 -1.20141 0.66811
H -0.35429 1.46193 -1.52035
```

Atomic partial charges in e from the Löwdin method, atoms 1 to 2: atom 1 (O): -0.18, atom 2 (N): 0.23


No. 2
Here is a structure of composition C21H49FeGeN2O5S from the OMol25 dataset. Energies are from ωB97M-V/def2-TZVPD.

The value obtained for the total energy is -137517.011 eV. The LUMO energy (spin up / spin down) comes out at -4.329 / -7.441 eV. As for the charge: +2. Its multiplicity is 6. Its HOMO energy (spin up / spin down) is -14.51 / -14.69 eV. For the HOMO-LUMO gap (spin up / spin down), the calculation gives 10.18 / 7.25 eV. The value obtained for the energy above the lowest of the compared OMol25 structures with the same formula, charge and spin is 0.607 eV. The maximum force comes out at 0.65 eV Å⁻¹.

Structure (XYZ):
```
80
C21H49FeGeN2O5S (ωB97M-V/def2-TZVPD)
Ge 2.42177 -0.02961 0.59527
Fe -0.36241 -0.44254 -0.18308
S -2.42557 -3.11853 -0.62828
O -1.22116 -2.18839 -0.47643
O 0.91735 -0.52612 1.48054
O -1.60999 0.96360 -0.31301
O 1.63745 -0.71580 -0.89578
O 2.25875 1.70756 0.53401
N -2.04087 3.19371 -0.16538
N -3.69722 1.67399 -0.79007
C -2.43410 1.93857 -0.41395
C 0.78654 -0.70725 2.93954
C 2.35187 -1.25965 -2.06945
C -2.67612 4.35847 -0.77978
C 3.13100 3.37859 -0.95149
C 3.55675 -2.03775 -1.57631
C -2.68225 -3.97944 -3.23213
C 4.68018 2.01091 0.46615
C -0.55856 -0.10993 3.30802
C 3.15239 3.67788 1.54621
C 1.92089 0.03555 3.62181
C -1.92877 -4.26274 -1.94352
C 3.32930 2.69697 0.39448
C 1.35254 -2.17199 -2.75621
C -4.00712 0.39363 -1.40629
C -2.79588 -3.49958 2.05483
C 2.75427 -0.09341 -2.94731
C -2.34512 -4.21545 0.79322
C 0.84662 -2.19984 3.19423
C -4.84704 2.43312 -0.29776
C -0.82500 3.46016 0.58718
H 2.09059 3.67756 -1.06841
H 2.09846 3.92282 1.67128
H 4.80520 1.48758 1.41663
H 3.52593 3.26319 2.48336
H -2.59722 -4.12657 2.92254
H 3.42418 0.58294 -2.41215
H -1.35815 -0.56369 2.71773
H 3.69187 4.60328 1.34782
H -3.75382 -4.12988 -3.10933
H -5.31168 3.03048 -1.08138
H -2.09343 -5.27605 -1.57832
H -2.51192 -2.95911 -3.57719
H 3.39500 2.71947 -1.77911
H 3.26263 -2.78688 -0.83985
H -3.86403 -3.28921 2.02638
H 4.31360 -1.37787 -1.14285
H 1.82124 -0.03797 4.70508
H 4.81992 1.31336 -0.36571
H -1.88754 5.03952 -1.09721
H 1.90778 1.09376 3.35596
H 0.69282 -2.40998 4.25295
H -3.23948 4.05257 -1.65597
H -0.55916 0.96676 3.13369
H -1.05433 4.14623 1.40351
H 0.42637 -1.63425 -2.96880
H -4.33194 -0.33614 -0.66105
H -0.08078 3.92732 -0.05882
H 5.48084 2.74866 0.39793
H 1.13176 -3.03560 -2.12805
H 1.88053 0.46913 -3.27745
H -3.13902 0.00808 -1.93146
H -2.33546 -4.65790 -4.01003
H 4.03411 -2.55533 -2.40901
H 1.76058 -2.52765 -3.70246
H -4.81177 0.54431 -2.12424
H -0.77898 -0.28707 4.36065
H -1.32203 -4.59318 0.85041
H -3.33227 4.88969 -0.09124
H -0.85328 -4.10834 -2.04497
H -5.58269 1.72496 0.08293
H 3.28573 -0.45324 -3.82865
H -0.40825 2.54586 0.99138
H -4.54587 3.07689 0.52161
H -3.00848 -5.04575 0.54098
H 0.07177 -2.71491 2.62434
H 2.89141 -0.40067 3.36660
H 3.75032 4.27220 -1.02055
H -2.25992 -2.56035 2.19336
H 1.81838 -2.60370 2.90788
```

Atomic partial charges in e from the Löwdin method, atoms 1 to 2: atom 1 (Ge): 1.00, atom 2 (Fe): 0.92


No. 3
Here is the molecule C5H10O2S from the OMol25 dataset. Energies are from ωB97M-V/def2-TZVPD.

The value obtained for the total energy is -20276.158 eV. The LUMO energy comes out at -0.586 eV. Its HOMO energy is -8.99 eV. For the HOMO-LUMO gap, the calculation gives 8.40 eV. Its SMILES is C[C@@H](O)[C@](C)(O)C=S. The value obtained for the energy above the lowest of the compared OMol25 structures with the same formula, charge and spin is 1.534 eV. The maximum force comes out at 2.85 eV Å⁻¹.

Structure (XYZ):
```
18
C5H10O2S (ωB97M-V/def2-TZVPD)
S -1.38846 -2.23813 0.58881
O -1.55029 0.97949 0.44071
O 1.86424 -0.24729 -0.13646
C 0.52035 -0.36022 0.33301
C -0.08054 -1.65659 -0.12628
C -0.32123 0.87182 -0.18752
C -0.55490 0.99331 -1.66662
C 0.66925 -0.23005 1.86243
H -2.03556 0.17432 0.31108
H 0.36231 -1.98141 -1.03090
H -0.28136 -0.34086 2.36072
H -0.95192 -0.01036 -2.05466
H 1.14737 0.73743 2.04362
H 0.42695 1.22109 -2.14737
H -1.30591 1.72815 -1.87464
H 1.94057 -0.19424 -1.10263
H 0.30120 1.68117 0.13306
H 1.23792 -1.12764 2.25364
```

Atomic partial charges in e from the Löwdin method, atoms 1 to 2: atom 1 (S): 0.79, atom 2 (O): -0.02


No. 4
Here is a cluster of 2 separate species, H5NS3Si in total from the OMol25 dataset. Energies are from ωB97M-V/def2-TZVPD.

The value obtained for the total energy is -41954.217 eV. The LUMO energy (spin up / spin down) comes out at -1.275 / -1.779 eV. Its HOMO energy (spin up / spin down) is -8.47 / -7.54 eV. For the HOMO-LUMO gap (spin up / spin down), the calculation gives 7.19 / 5.76 eV. The value obtained for the energy above the lowest of the compared OMol25 structures with the same formula, charge and spin is 3.287 eV. The maximum force comes out at 3.14 eV Å⁻¹.

Structure (XYZ):
```
10
H5NS3Si (ωB97M-V/def2-TZVPD)
S -2.97005 -1.01842 0.89774
S 1.45896 -1.80662 0.04976
S 0.21698 0.89661 -2.14240
Si 0.37532 -0.01662 -0.08667
N 0.97171 1.26891 0.90194
H 0.17686 -0.32558 -2.75176
H 1.04807 0.75913 1.80682
H -3.18884 0.22196 1.48541
H 0.72542 2.24122 1.04742
H 1.18556 -2.22060 -1.20826
```

Atomic partial charges in e from the Löwdin method, atoms 1 to 2: atom 1 (S): 0.04, atom 2 (S): 0.44


No. 5
Here is a cluster of 2 separate species, CHBrCl2 in total from the OMol25 dataset. Energies are from ωB97M-V/def2-TZVPD.

The value obtained for the total energy is -96138.080 eV. The LUMO energy (spin up / spin down) comes out at -2.133 / -2.132 eV. Its HOMO energy (spin up / spin down) is -9.99 / -9.99 eV. For the HOMO-LUMO gap (spin up / spin down), the calculation gives 7.86 / 7.86 eV. The value obtained for the energy above the lowest of the compared OMol25 structures with the same formula, charge and spin is 1.522 eV. The maximum force comes out at 2.82 eV Å⁻¹.

Structure (XYZ):
```
5
CHBrCl2 (ωB97M-V/def2-TZVPD)
Br 0.48563 1.74154 -0.41650
Cl 1.18103 -0.78575 1.76493
Cl -0.15115 -1.05227 -1.33816
C -0.25366 0.13990 -0.17596
H -1.26185 -0.04342 0.16569
```

Atomic partial charges in e from the Löwdin method, atoms 1 to 2: atom 1 (Br): 0.79, atom 2 (Cl): -0.13


No. 6
Here is the molecule C4H8N2O from the OMol25 dataset. Energies are from ωB97M-V/def2-TZVPD.

The value obtained for the total energy is -9302.841 eV. The LUMO energy comes out at 0.938 eV. Its HOMO energy is -7.82 eV. For the HOMO-LUMO gap, the calculation gives 8.75 eV. The value obtained for the energy above the lowest of the compared OMol25 structures with the same formula, charge and spin is 3.552 eV. The maximum force comes out at 0.45 eV Å⁻¹.

Structure (XYZ):
```
15
C4H8N2O (ωB97M-V/def2-TZVPD)
O 1.70058 0.15199 1.95084
N -0.01825 0.49591 0.50680
N 2.20669 0.71916 -0.22121
C -0.39286 -0.51142 -0.66884
C 1.37969 0.44134 0.82231
C -0.72998 0.91958 -0.72684
C -1.46564 -1.41748 -0.11507
H 3.15811 0.42565 -0.04746
H -1.02831 -2.07834 0.64395
H -1.72524 1.30487 -0.46475
H -1.84590 -2.06945 -0.90751
H -0.57664 0.48558 1.35794
H -2.33380 -0.90521 0.35070
H -0.16631 1.60710 -1.35891
H 1.83786 0.43073 -1.12195
```

Atomic partial charges in e from the Löwdin method, atoms 1 to 2: atom 1 (O): 0.09, atom 2 (N): -0.01


No. 7
Here is the ion C3H3ClNO with charge +1 from the OMol25 dataset. Energies are from ωB97M-V/def2-TZVPD.

The value obtained for the total energy is -19207.083 eV. The LUMO energy comes out at -7.017 eV. As for the charge: +1. Its HOMO energy is -15.44 eV. For the HOMO-LUMO gap, the calculation gives 8.42 eV. Its SMILES is O=[N+]1CC=C1Cl. The value obtained for the energy above the lowest of the compared OMol25 structures with the same formula, charge and spin is 2.309 eV. The maximum force comes out at 4.64 eV Å⁻¹.

Structure (XYZ):
```
9
C3H3ClNO (ωB97M-V/def2-TZVPD)
Cl -2.67367 0.87764 0.03412
O -0.52739 -2.09191 -0.11525
N -0.34990 -1.00023 0.13074
C 0.10328 1.00003 -0.10519
C -1.10118 0.39049 0.05278
C 0.92094 -0.21473 0.12766
H 1.63107 -0.13647 0.98935
H 1.55643 -0.84112 -0.65373
H 0.44041 2.01630 -0.46048
```

Atomic partial charges in e from the Löwdin method, atoms 1 to 2: atom 1 (Cl): 0.88, atom 2 (O): 0.31


No. 8
Here is a cluster of 2 separate species, C2H10NO in total from the OMol25 dataset. Energies are from ωB97M-V/def2-TZVPD.

The value obtained for the total energy is -5766.787 eV. The LUMO energy comes out at -3.511 eV. As for the charge: +1. Its HOMO energy is -15.24 eV. For the HOMO-LUMO gap, the calculation gives 11.73 eV. The value obtained for the energy above the lowest of the compared OMol25 structures with the same formula, charge and spin is 0.895 eV. The maximum force comes out at 1.32 eV Å⁻¹.

Structure (XYZ):
```
14
C2H10NO (ωB97M-V/def2-TZVPD)
O 0.04236 -1.55382 0.34450
N 0.43765 0.95852 -0.59599
C -1.37253 -1.76976 0.07697
C 1.09372 1.82626 0.39439
H 0.42850 -2.42922 0.45274
H -0.08229 0.15627 -0.18354
H -1.55866 -2.75144 -0.34869
H -1.92943 -1.56885 0.98781
H -0.20709 1.48431 -1.18849
H -1.69238 -1.06557 -0.69659
H 1.08941 0.49611 -1.23321
H 0.38873 2.54625 0.80972
H 1.88849 2.40285 -0.06529
H 1.47351 1.26808 1.24566
```

Atomic partial charges in e from the Löwdin method, atoms 1 to 2: atom 1 (O): -0.16, atom 2 (N): 0.14